Below is a 2-piece molecular cluster, C2H10NOS overall in a non-equilibrium geometry, with properties calculated with ωB97M-V with the def2-TZVPD basis set.

- lowest unoccupied orbital energy (eV) = -3.6
- E_HOMO (eV) = -13.02
- largest force on an atom (eV Å⁻¹) = 1.8
- energy above the lowest of the compared OMol25 structures with the same formula, charge and spin (kcal per mole) = 12.38
- Kohn-Sham gap (hartree) = 0.346
- total charge = +1
- E (a.u.) = -610.11768

XYZ file:
```
15
C2H10NOS, DFT ωB97M-V with the def2-TZVPD basis set
C -0.5546 0.8803 0.5383
C -0.4958 -0.2388 -0.5349
S -2.1986 -0.7187 -1.0303
N 0.8859 1.2857 0.8147
H -1.1323 1.7018 0.0332
H -0.8806 0.3666 1.4817
H 0.0096 0.2237 -1.3729
H 0.0691 -1.1093 -0.1926
H -2.8102 0.0423 -0.1031
H 1.0371 1.8257 1.6694
H 1.4822 0.4555 0.9736
H 1.2461 1.7692 -0.0078
H 4.4872 -0.4879 1.0805
H 3.4779 -1.4521 0.4796
O 3.5500 -0.5767 0.8745
```